The following is a quantum chemistry calculation of a 7-piece molecular cluster, C46H104N5O2 overall at a distorted geometry, from the OMol25 dataset.

Results
LUMO level (alpha / beta)   -7.51 / -9.50 eV
⟨S²⟩   0.755
E_tot   -2237.7351 a.u.
HOMO-LUMO gap (alpha / beta)   7.208 / 5.213 eV
Charge   +4
E_HOMO (alpha / beta)   -14.714 / -14.713 eV
Spin multiplicity   2

Each line ends with the Löwdin charge.
Positions of all 157 atoms, in Å:
C  -1.078  -0.133  -0.262  -0.082
C  -1.759  -0.467  1.041  -0.696
C  -2.723  -1.618  0.785  -0.077
O  -0.906  -0.686  2.073  -0.285
H  -0.311  0.633  -0.147  0.046
H  -1.839  0.098  -1.007  0.050
H  -0.385  -0.906  -0.595  0.062
H  -2.353  0.405  1.310  0.091
H  -3.323  -1.798  1.676  0.075
H  -2.293  -2.540  0.394  0.058
H  -3.491  -1.440  0.032  0.051
C  2.109  2.008  -2.542  -0.045
C  1.018  1.694  -3.647  -0.439
C  0.190  2.979  -4.169  -0.012
O  1.271  0.741  -4.647  0.039
H  1.620  2.560  -1.739  0.061
H  2.954  2.613  -2.871  0.086
H  2.548  1.079  -2.177  0.043
H  0.307  1.263  -2.943  0.114
H  -0.793  2.642  -4.497  0.057
H  0.577  3.541  -5.019  0.088
H  0.109  3.676  -3.335  0.043
C  -5.942  0.357  1.184  -0.080
C  -5.112  1.344  0.398  -0.231
C  -5.940  2.215  -0.627  -0.081
N  -5.343  2.294  -2.053  -0.238
C  -6.152  3.364  -2.871  0.072
C  -5.441  0.913  -2.704  -0.070
C  -4.027  0.597  -3.133  -0.116
C  -3.208  1.960  -3.083  -0.110
C  -3.925  2.721  -1.998  -0.160
H  -6.875  0.855  1.448  0.085
H  -5.322  -0.037  1.989  0.082
H  -6.332  -0.497  0.630  0.086
H  -4.380  0.745  -0.145  0.076
H  -4.575  2.084  0.991  0.084
H  -5.887  3.247  -0.278  0.121
H  -7.004  1.981  -0.586  0.141
H  -6.158  4.247  -2.231  0.111
H  -7.139  2.944  -3.062  0.111
H  -5.765  3.409  -3.889  0.115
H  -6.081  1.056  -3.574  0.133
H  -5.921  0.161  -2.077  0.142
H  -4.106  0.277  -4.172  0.123
H  -3.548  -0.169  -2.523  0.080
H  -3.364  2.365  -4.083  0.124
H  -2.197  1.987  -2.676  0.084
H  -3.819  3.806  -2.001  0.136
H  -3.533  2.428  -1.024  0.108
C  8.460  0.596  1.268  -0.073
C  7.045  0.859  0.775  -0.241
C  6.053  0.816  1.929  -0.102
N  4.555  1.018  1.582  -0.246
C  4.418  2.424  0.994  0.046
C  4.077  0.000  0.546  -0.119
C  2.548  -0.001  0.620  -0.175
C  2.056  0.510  1.968  -0.111
C  3.477  0.793  2.674  -0.036
H  8.989  0.385  0.339  0.095
H  8.545  -0.205  2.003  0.086
H  8.837  1.475  1.791  0.094
H  6.701  0.090  0.084  0.108
H  7.176  1.854  0.350  0.118
H  6.203  1.693  2.558  0.138
H  6.120  -0.132  2.463  0.140
H  3.424  2.641  0.602  0.100
H  5.084  2.412  0.131  0.098
H  4.742  3.095  1.789  0.118
H  4.526  0.246  -0.416  0.122
H  4.503  -1.000  0.625  0.113
H  2.200  0.575  -0.238  0.069
H  2.104  -0.987  0.482  0.099
H  1.373  1.354  1.883  0.092
H  1.576  -0.273  2.555  0.083
H  3.439  1.535  3.472  0.135
H  3.946  -0.132  3.009  0.116
C  -2.010  -2.977  -3.127  -0.038
C  -0.601  -2.590  -3.808  -0.195
C  0.425  -3.580  -3.300  -0.165
N  1.830  -3.401  -3.817  -0.200
C  2.529  -2.338  -2.848  0.064
C  2.097  -3.048  -5.276  -0.073
C  3.537  -3.563  -5.511  -0.112
C  3.455  -4.966  -4.859  -0.146
C  2.589  -4.779  -3.647  -0.089
H  -2.582  -2.051  -3.191  0.044
H  -1.702  -3.050  -2.084  0.051
H  -2.564  -3.848  -3.476  0.090
H  -0.332  -1.574  -3.520  0.085
H  -0.711  -2.534  -4.891  0.116
H  -0.001  -4.557  -3.527  0.137
H  0.485  -3.609  -2.212  0.124
H  1.919  -1.449  -3.007  0.082
H  3.581  -2.324  -3.135  0.095
H  2.655  -2.723  -1.836  0.081
H  1.826  -1.995  -5.359  0.126
H  1.452  -3.693  -5.873  0.147
H  4.222  -2.931  -4.945  0.102
H  3.849  -3.490  -6.553  0.135
H  4.436  -5.420  -4.722  0.131
H  3.021  -5.732  -5.501  0.127
H  3.159  -4.895  -2.725  0.128
H  1.877  -5.599  -3.559  0.127
C  3.668  -3.422  1.862  -0.062
C  2.296  -4.098  1.378  -0.164
C  1.038  -3.479  2.051  -0.109
N  0.412  -4.236  3.270  -0.207
C  1.038  -3.537  4.537  0.067
C  -1.114  -3.937  3.415  -0.100
C  -1.629  -4.966  4.423  -0.155
C  -0.717  -6.154  4.218  -0.141
C  0.439  -5.774  3.249  -0.068
H  4.538  -3.523  1.214  0.069
H  4.078  -4.002  2.688  0.075
H  3.537  -2.369  2.112  0.038
H  2.207  -5.162  1.599  0.089
H  2.167  -4.139  0.296  0.082
H  0.156  -3.627  1.428  0.107
H  1.113  -2.403  2.209  0.088
H  2.089  -3.825  4.520  0.103
H  0.442  -3.899  5.374  0.098
H  0.890  -2.457  4.527  0.104
H  -1.395  -2.940  3.756  0.128
H  -1.557  -4.050  2.425  0.120
H  -1.669  -4.547  5.428  0.119
H  -2.640  -5.316  4.219  0.128
H  -0.202  -6.461  5.129  0.122
H  -1.299  -6.976  3.802  0.127
H  1.368  -6.217  3.607  0.138
H  0.146  -6.017  2.227  0.135
C  -1.019  4.727  -1.123  -0.093
C  -1.585  4.957  0.293  -0.222
C  -0.957  3.940  1.315  -0.041
N  -1.486  4.119  2.859  -0.186
C  -0.865  2.943  3.647  0.015
C  -3.014  4.098  3.035  -0.074
C  -3.287  5.562  3.357  -0.173
C  -2.161  6.084  4.197  -0.128
C  -0.994  5.443  3.465  -0.101
H  -1.185  3.725  -1.519  0.042
H  0.059  4.866  -1.044  0.084
H  -1.532  5.490  -1.709  0.098
H  -2.672  4.890  0.324  0.091
H  -1.403  6.017  0.471  0.113
H  0.128  4.041  1.350  0.120
H  -1.156  2.921  0.982  0.110
H  -1.027  3.118  4.710  0.112
H  0.182  3.245  3.621  0.081
H  -0.941  1.885  3.396  0.099
H  -3.259  3.491  3.907  0.138
H  -3.566  3.763  2.158  0.108
H  -4.297  5.812  3.682  0.138
H  -3.293  6.111  2.416  0.113
H  -2.287  5.759  5.230  0.129
H  -2.093  7.166  4.308  0.140
H  -0.025  5.335  3.952  0.135
H  -0.642  6.097  2.667  0.126